# 1
ORCA calculation (ωB97M-V/def2-TZVPD) on an isolated ion of composition C2H3N4 and charge +1 in a non-equilibrium geometry.

Geometry as XYZ:
```
9
Properties=species:S:1:pos:R:3:forces:R:3
C 1.6747 0.1664 1.9392 -3.386 -2.199 1.133
C -0.0551 0.1799 0.1534 -3.525 2.358 2.675
N 3.6718 0.6370 1.6130 -0.537 0.222 -0.315
N 2.2539 0.5354 -0.0590 1.184 0.051 -0.756
N 2.7843 0.5912 2.3936 2.757 1.364 0.366
N 1.2658 0.4108 0.5972 2.475 -0.355 -0.142
H -0.3630 1.2845 0.0228 -0.598 -1.880 0.178
H -0.1534 -0.3256 -0.7353 0.565 -1.016 -2.256
H -0.6621 -0.4231 0.9279 1.065 1.456 -0.883
```
Positions in Å, forces in eV/Å.

Calculated values
Orbital gap (alpha / beta), eV: 7.4 / 7.9
Max |F|, eV/A: 5.014
Energy above the lowest of the compared OMol25 structures with the same formula, charge and spin, eV: 5.296
Net charge: +1
E_HOMO (alpha / beta), eV: -15.86 / -16.09

# 2
ORCA calculation (ωB97M-V/def2-TZVPD) on a 2-piece molecular cluster, CH6N3 overall in a non-equilibrium geometry.

Geometry as XYZ:
```
10
Properties=species:S:1:pos:R:3:forces:R:3
C 2.0928 0.6562 -0.1120 -0.413 0.806 0.766
N 1.0668 0.2750 0.4776 -1.931 -1.169 0.191
N -0.9642 -0.3495 0.8330 0.312 0.009 0.500
N -1.8822 0.1579 -0.1534 2.626 1.256 -0.972
H 1.8467 1.3830 -0.8031 0.841 1.449 -2.070
H 3.0368 0.4186 0.3163 1.064 -0.184 -0.419
H 1.2994 -0.3882 1.1622 -0.055 -1.099 1.586
H -2.4300 -0.6681 -0.4269 -0.363 0.550 -0.368
H -1.1635 0.4646 -0.9443 -2.235 -0.659 1.417
H -2.4044 0.9947 0.2139 0.153 -0.958 -0.630
```
Positions in Å, forces in eV/Å.

Calculated values
Orbital gap (alpha / beta), eV: 8.9 / 9.0
Max |F|, eV/A: 3.069
Energy above the lowest of the compared OMol25 structures with the same formula, charge and spin, eV: 7.526
Net charge: +1
E_HOMO (alpha / beta), eV: -14.92 / -14.90

# 3
ORCA calculation (ωB97M-V/def2-TZVPD) on a 15-piece molecular cluster, C25H39Br2Cl33O3 overall in a non-equilibrium geometry.

Geometry as XYZ:
```
102
Properties=species:S:1:pos:R:3:forces:R:3
C 5.5390 2.2123 -1.0420 -0.179 0.379 0.593
Cl 5.9473 3.8566 -1.6471 0.055 -0.819 0.289
Cl 3.8417 1.8905 -1.3465 -0.120 -0.073 -0.202
Cl 5.8287 2.0764 0.7343 0.156 0.062 -0.868
H 6.1111 1.4449 -1.5633 0.145 0.381 0.184
C -6.1052 -1.5988 1.5458 0.533 -0.284 -0.533
Cl -7.6410 -2.4121 1.9546 0.840 0.217 -0.165
Cl -6.3978 -0.0288 0.8068 -0.152 0.237 0.285
Cl -5.0637 -2.5125 0.3940 -0.605 -0.133 0.461
H -5.4599 -1.4819 2.4165 -0.553 0.044 0.080
C -4.6274 2.4210 3.6784 0.226 0.102 -0.560
Cl -3.9998 0.9113 4.3456 0.188 -0.046 -0.185
Cl -3.7040 2.9880 2.2204 -0.722 -0.501 0.669
Cl -4.5922 3.6814 4.8936 -0.191 0.131 0.122
H -5.6571 2.2045 3.3939 0.269 0.311 -0.139
C 2.8495 -2.0756 1.6294 1.300 0.953 -0.582
Cl 3.6310 -1.6068 0.0692 -0.461 -0.362 0.309
Cl 2.3152 -0.5861 2.4068 -0.495 -0.002 0.107
Cl 4.1255 -2.7703 2.6642 -0.650 -0.392 -0.235
H 2.0013 -2.7214 1.4024 0.347 -0.105 0.341
C 2.0660 -5.6754 -0.2948 0.440 -0.517 0.093
Cl 3.4151 -4.9833 -1.2539 -0.861 -0.302 0.290
Cl 0.6599 -4.6550 -0.1858 -0.193 0.765 0.085
Cl 2.6801 -6.0902 1.3337 -0.222 0.066 -0.400
H 1.6566 -6.5726 -0.7589 0.750 -0.002 -0.017
C -3.1619 5.3867 -1.1573 0.066 -0.534 -0.064
Cl -4.8701 5.5914 -0.8162 -0.132 0.665 0.158
Cl -2.9232 3.6234 -1.1982 0.556 0.046 0.067
Cl -2.0801 6.1724 0.0205 -0.463 -0.265 -0.381
H -2.9426 5.7648 -2.1559 0.002 0.041 0.326
C 0.3842 -2.9676 4.9707 -0.127 0.325 0.798
Cl -0.6282 -1.5873 4.5527 -0.185 0.322 0.305
Cl 0.6301 -3.9057 3.5903 0.527 -1.321 -2.033
Cl -0.3900 -4.0117 6.1944 0.338 0.589 0.252
H 1.3787 -2.6193 5.2497 -0.436 0.093 0.638
C 0.5491 2.5672 -4.1074 -0.517 0.596 0.350
Cl 1.4121 1.0919 -3.6760 -0.408 0.277 -0.103
Cl 1.1188 3.9430 -3.0436 -0.630 -1.052 -0.827
Cl -1.2691 2.3599 -4.0488 1.296 0.169 0.197
H 0.7277 2.8112 -5.1546 0.252 0.008 0.373
C 2.4435 5.2452 1.1004 -0.350 -0.567 -0.169
Cl 1.6303 3.6306 0.7805 0.589 0.859 0.833
Cl 2.5766 6.0086 -0.4607 0.027 0.532 -0.540
Cl 4.0447 5.1846 1.8455 -0.475 -0.441 0.026
H 1.7995 5.8594 1.7298 0.044 -0.455 -0.026
C -4.2180 0.4772 -3.2605 0.120 0.673 0.437
Cl -4.3528 -1.2133 -2.9251 0.346 -0.661 0.325
Cl -5.6072 1.3149 -2.5933 -0.524 0.375 -0.005
Cl -4.0410 0.7217 -4.9716 -0.163 0.316 -0.850
H -3.3678 0.9768 -2.7961 0.130 -0.672 0.115
C -3.4635 -5.6659 2.7295 0.627 -0.090 0.100
Cl -3.2083 -5.4334 1.0067 -0.072 0.280 -0.298
Cl -5.1564 -6.1013 3.0642 0.697 0.414 0.117
Cl -2.8127 -4.2615 3.6765 -0.912 -0.754 -0.537
H -2.8046 -6.5085 2.9395 -0.448 0.147 0.504
C 4.0129 -2.9272 -4.5770 -0.571 -1.925 0.508
C 3.8084 -1.4809 -4.3202 -0.851 1.136 -2.271
C 5.1302 -0.9876 -3.7711 -1.369 0.767 0.308
O 5.6958 -2.0879 -3.1129 0.299 -0.581 -0.302
C 5.3129 -3.2863 -3.8383 -0.462 0.711 0.245
H 4.0679 -3.2178 -5.6261 0.186 0.305 -0.065
H 3.1590 -3.4850 -4.1927 0.053 -0.233 0.186
H 2.8573 -1.2316 -3.8497 0.483 -0.221 1.192
H 3.5819 -1.0310 -5.2869 0.401 0.411 -0.285
H 4.8502 -0.1768 -3.0986 0.702 -0.020 0.541
H 5.7499 -0.5564 -4.5573 0.313 -0.260 -0.147
H 5.1934 -4.0509 -3.0707 0.180 -0.124 -0.294
H 6.0183 -3.5785 -4.6162 0.614 0.024 0.420
C -0.9764 0.8782 1.0028 -0.848 0.720 1.778
C -1.9917 -0.2040 1.1235 -0.450 -2.000 2.230
C -1.2816 -1.3899 0.4483 -1.689 1.557 -0.372
O -0.9672 -0.6955 -0.7676 1.130 0.347 -0.267
C -0.5791 0.6925 -0.3947 0.876 -0.990 -1.119
H -0.1877 0.7744 1.7480 0.204 -0.242 -0.161
H -1.4715 1.8213 1.2343 0.273 0.264 -0.364
H -2.9424 0.0669 0.6641 0.062 -0.228 -0.410
H -2.2199 -0.4520 2.1601 -0.110 0.156 0.292
H -1.9244 -2.2530 0.2750 -0.205 0.178 -0.536
H -0.4672 -1.7929 1.0503 0.686 0.438 -0.080
H -1.1045 1.4370 -0.9929 0.139 -0.400 -0.631
H 0.5041 0.7624 -0.4945 0.036 0.196 -0.468
C 0.1435 2.2066 5.1621 -0.838 0.450 -0.371
C -0.9065 2.9857 4.3517 -0.528 0.001 -0.047
C -0.2398 4.3320 4.0814 -0.269 -0.342 0.075
O 1.1700 4.1273 4.2488 -0.389 0.080 0.114
C 1.3988 2.7469 4.5402 0.902 -0.093 -0.031
H -0.0179 1.1345 5.0493 0.309 0.037 0.156
H 0.0700 2.5043 6.2081 0.058 -0.162 0.088
H -1.8429 3.1177 4.8938 0.080 -0.003 0.099
H -1.1922 2.5026 3.4173 0.354 -0.258 0.017
H -0.6629 5.0517 4.7823 0.572 0.308 0.274
H -0.4562 4.7216 3.0866 0.116 -0.118 -0.231
H 2.2899 2.6778 5.1641 -0.067 0.144 0.204
H 1.6516 2.1970 3.6337 -0.133 -0.004 -0.417
Br -0.6935 -0.1764 -6.7912 -0.280 -0.477 0.619
C -1.2931 -1.2452 -5.2039 -0.098 0.047 -0.498
C -0.2445 -2.3397 -4.9763 -0.081 0.422 1.052
Br -0.7592 -3.5613 -3.4780 -0.010 0.490 -0.648
H -2.3270 -1.5398 -5.3836 0.354 -0.569 -0.497
H -1.4297 -0.5091 -4.4117 0.814 -0.191 0.200
H 0.6588 -1.8702 -4.5866 -0.034 -0.036 -0.156
H 0.0361 -2.9832 -5.8100 -0.530 0.262 -0.039
```
Positions in Å, forces in eV/Å.

Calculated values
Orbital gap, eV: 9.8
Max |F|, eV/A: 3.029
Net charge: 0
E_HOMO, eV: -9.57